# 1
Computed, not measured: an isolated ion of composition C4H8N3O2S and charge +1, with the ωB97M-V functional and the def2-TZVPD basis.

Structure (XYZ):
```
18
C4H8N3O2S the ωB97M-V functional and the def2-TZVPD basis
C -1.2101 1.3272 0.6768
C 1.1850 1.2922 0.4046
C 0.0360 -0.9405 0.4588
C -0.4507 -2.2533 -0.2570
N -1.0186 -0.0274 0.8839
N 1.0654 -0.0524 -0.3238
N -0.0208 1.9815 0.0475
O -2.1746 1.9249 1.0140
O -0.1542 1.8886 -1.3400
S 0.4456 0.3195 -1.8233
H 1.3740 1.3741 1.4345
H 2.0225 1.6906 -0.0323
H 0.8132 -1.3134 1.2352
H -1.3354 -1.9574 -0.7930
H -0.5740 -2.9008 0.5038
H 0.3055 -2.5784 -0.8483
H -1.8464 -0.5644 1.0563
H 1.5379 0.7895 -2.2979
```

Output
E, eV: -23666.7373
Net charge: +1
Kohn-Sham gap, eV: 9.3
Strongest force on any atom, eV/Å: 5.4
Energy above the lowest of the compared OMol25 structures with the same formula, charge and spin, kcal/mol: 74.7
Highest occupied orbital energy, eV: -14.725

Mulliken population analysis, charges in e, atoms 1 to 2: C 0.470; C -0.436

# 2
Computed, not measured: a 2-piece molecular cluster, C4H8N3O5P overall, with the ωB97M-V functional and the def2-TZVPD basis.

Structure (XYZ):
```
21
C4H8N3O5P the ωB97M-V functional and the def2-TZVPD basis
C 0.4916 1.1566 1.7187
C -1.3692 0.0215 -3.1273
C -1.2973 -0.6439 -0.0080
C -0.5046 0.7563 -1.7182
N 0.6928 1.4894 2.9404
N 1.1218 0.2225 1.0153
N -0.2416 -0.3156 -0.8277
O -2.4503 -0.3257 -2.7076
O 3.2815 -0.8763 2.1937
O 2.2909 -1.7476 0.0530
O -0.7748 0.2479 -4.1491
O 1.0064 -2.1725 2.1165
P 1.9609 -1.1549 1.5400
H -0.2985 1.6882 0.9992
H -1.6100 0.1745 0.6536
H -2.1653 -0.6647 -0.6900
H -1.1358 -1.5807 0.5468
H -1.2490 1.4247 -1.3800
H 0.3463 1.2236 -1.9846
H 0.0791 2.2507 3.3066
H 1.8250 -1.1741 -0.4913
```

Output
E, eV: -28274.0826
Net charge: -2
Kohn-Sham gap (spin up / spin down), eV: 6.1 / 6.9
Strongest force on any atom, eV/Å: 4.2
Energy above the lowest of the compared OMol25 structures with the same formula, charge and spin, kcal/mol: 66.2
Highest occupied orbital energy (spin up / spin down), eV: -0.889 / -1.305

Mulliken population analysis, charges in e, atoms 1 to 2: C 0.297; C 0.600

# 3
Computed, not measured: an isolated molecule of C4H8N4, with the ωB97M-V functional and the def2-TZVPD basis.

Structure (XYZ):
```
16
C4H8N4 the ωB97M-V functional and the def2-TZVPD basis
C 1.8895 0.4352 -0.0999
C 1.5001 -1.0462 -0.0497
C -1.9718 -0.4266 0.1561
C -1.4886 0.7186 -0.1473
H 1.6344 0.7995 -1.0805
H 2.8925 0.8957 0.2979
H 1.3948 -1.5855 1.0252
H 2.2162 -1.9444 -0.6020
H -2.9028 -0.8722 0.3361
H -2.1550 1.5037 -0.8438
H -0.4644 2.3461 -0.4183
H 0.3889 0.7576 1.5360
N 0.0965 -0.9770 -0.5323
N -0.8679 -1.3091 0.2765
N -0.3100 1.2195 -0.2269
N 0.7130 1.0686 0.5676
```

Output
E, eV: -10230.1971
Kohn-Sham gap, eV: 7.4
Strongest force on any atom, eV/Å: 9.8
Energy above the lowest of the compared OMol25 structures with the same formula, charge and spin, kcal/mol: 185.5
Highest occupied orbital energy, eV: -7.140
Structure (SMILES): C1=C\NNCC/N=N/1

Mulliken population analysis, charges in e, atoms 1 to 2: C -0.428; C -0.455

# 4
Computed, not measured: an isolated molecule of C4H8N4, with the ωB97M-V functional and the def2-TZVPD basis.

Structure (XYZ):
```
16
C4H8N4 the ωB97M-V functional and the def2-TZVPD basis
C 1.0140 -0.6997 0.3286
C 0.3976 1.6005 -0.4154
C -1.1335 1.1413 -0.5649
C -0.4903 -1.0587 0.4202
H 1.6117 -2.4828 0.9467
H 2.2062 0.4465 -0.6591
H 0.6334 2.2610 -1.2897
H 0.5048 2.2118 0.5304
H -1.6990 1.9079 0.0757
H -1.4459 1.3690 -1.6252
H -2.3256 -0.4701 0.0715
H -0.1753 -2.8055 1.1672
N 1.9633 -1.5377 0.6651
N 1.2088 0.4287 -0.4443
N -1.3895 -0.0877 0.0303
N -0.8808 -2.2245 0.7627
```

Output
E, eV: -10237.1924
Kohn-Sham gap, eV: 9.5
Strongest force on any atom, eV/Å: 4.4
Energy above the lowest of the compared OMol25 structures with the same formula, charge and spin, kcal/mol: 24.2
Highest occupied orbital energy, eV: -8.787
Structure (SMILES): [H]/N=C1/NCCN/C1=N/[H]

Mulliken population analysis, charges in e, atoms 1 to 2: C 0.402; C -0.480

# 5
Computed, not measured: an isolated molecule of C4H8N4O, with the ωB97M-V functional and the def2-TZVPD basis.

Structure (XYZ):
```
17
C4H8N4O the ωB97M-V functional and the def2-TZVPD basis
C 1.8599 -0.2205 -0.1044
C -0.3403 0.3298 1.6242
C -0.6177 0.2637 0.1367
C 0.5240 0.0435 -0.7336
N -0.6205 0.2887 -2.6938
N -0.4849 -0.8662 2.2446
N 0.4951 0.1174 -2.0213
N -1.7962 0.4415 -0.3304
O -0.0692 1.3532 2.2113
H -1.4718 0.5264 -2.1835
H -0.4911 0.5562 -3.6567
H -0.7173 -1.7028 1.7394
H -0.3534 -0.9218 3.2420
H -2.5016 0.6502 0.3742
H 2.6160 -0.2538 -0.8827
H 1.8595 -1.1714 0.4283
H 2.1097 0.5661 0.6058
```

Output
E, eV: -12284.8451
Kohn-Sham gap, eV: 9.2
Strongest force on any atom, eV/Å: 0.6
Energy above the lowest of the compared OMol25 structures with the same formula, charge and spin, kcal/mol: 36.7
Highest occupied orbital energy, eV: -8.571
Structure (SMILES): [H]/N=C(C(N)=O)/C(C)=N\N

Mulliken population analysis, charges in e, atoms 1 to 2: C -1.135; C 0.216

# 6
Computed, not measured: an isolated molecule of C4H8N4O, with the ωB97M-V functional and the def2-TZVPD basis.

Structure (XYZ):
```
17
C4H8N4O the ωB97M-V functional and the def2-TZVPD basis
C 2.4856 0.4904 0.0476
C -0.9969 1.1850 -0.0458
C -2.4331 -0.7363 -0.6781
C -2.2707 -0.6740 0.8207
H 0.7319 -1.0247 -0.0986
H 3.3760 1.1408 0.2474
H 1.2725 2.2606 -0.2740
H -1.1243 2.2701 -0.0273
H -3.4787 -1.0061 -1.0326
H -1.5616 -1.1542 -1.2920
H -3.1663 -0.7755 1.4704
H -1.2926 -0.9457 1.2219
N 2.6308 -0.7976 0.0868
N 1.2703 1.2303 -0.0200
N 0.0936 0.5616 -0.0504
N -2.2580 0.5544 -0.0353
O 1.5472 -1.6497 -0.1186
```

Output
E, eV: -12280.8044
Kohn-Sham gap, eV: 9.1
Strongest force on any atom, eV/Å: 2.2
Energy above the lowest of the compared OMol25 structures with the same formula, charge and spin, kcal/mol: 129.9
Highest occupied orbital energy, eV: -8.397
Structure (SMILES): O/N=C\N/N=C/N1CC1

Mulliken population analysis, charges in e, atoms 1 to 2: C -0.037; C 0.045

# 7
Computed, not measured: a 2-piece molecular cluster, C4H8N4O2S2 overall, with the ωB97M-V functional and the def2-TZVPD basis.

Structure (XYZ):
```
20
C4H8N4O2S2 the ωB97M-V functional and the def2-TZVPD basis
C -0.8845 1.7939 1.5369
C -1.1625 2.2724 0.2197
C 0.3996 -1.6253 -0.5881
C 0.0784 -3.3567 -2.3611
H 0.4554 1.1931 3.7855
H 1.1460 2.7728 3.7363
H -1.3830 0.7524 1.6949
H -0.1960 3.8690 0.5825
H 2.2739 -1.7703 -3.0487
H 0.1196 -1.4935 0.4414
H -0.8744 -3.3031 -0.5667
H -0.7751 -3.9161 -2.8156
N 0.2133 2.2165 3.5364
N -0.2308 2.6346 2.3034
N 1.1833 -0.6165 -0.9043
N -0.1429 -2.7533 -1.1372
O -0.5639 3.4055 -0.2127
O 1.1626 -3.3026 -2.9535
S -2.3581 1.5605 -0.5954
S 1.5391 -0.3332 -2.6539
```

Output
E, eV: -35999.0416
Kohn-Sham gap, eV: 7.8
Strongest force on any atom, eV/Å: 3.9
Energy above the lowest of the compared OMol25 structures with the same formula, charge and spin, kcal/mol: 32.5
Highest occupied orbital energy, eV: -8.381
Structure (SMILES): N/N=C/C(O)=S.O=CN/C=N\S

Mulliken population analysis, charges in e, atoms 1 to 2: C 0.211; C 0.250

# 8
Computed, not measured: an isolated ion of composition C4H8N5S and charge +1, with the ωB97M-V functional and the def2-TZVPD basis.

Structure (XYZ):
```
18
C4H8N5S the ωB97M-V functional and the def2-TZVPD basis
C -2.0622 1.8859 -0.4921
C -0.0218 -1.0695 1.4806
C 2.0365 0.1714 0.5238
C -0.1820 -0.9872 -0.1305
N -2.4346 1.2646 -1.6313
N -1.2407 1.1565 0.1665
N -1.8247 0.1674 -1.6897
N -1.0602 0.0673 -0.5477
N 1.2249 -0.5135 -0.6117
S 1.7546 -0.9890 1.8457
H -2.4987 2.8157 -0.3569
H -0.3839 -0.2037 2.0966
H -0.4783 -2.0511 1.6784
H 2.9775 0.1338 0.0789
H 1.4642 1.0931 0.7052
H -0.4966 -1.9224 -0.8051
H 1.2808 0.1521 -1.3972
H 1.9451 -1.1714 -0.9135
```

Output
E, eV: -22553.6301
Net charge: +1
Kohn-Sham gap, eV: 10.2
Strongest force on any atom, eV/Å: 4.0
Energy above the lowest of the compared OMol25 structures with the same formula, charge and spin, kcal/mol: 71.4
Highest occupied orbital energy, eV: -13.870
Structure (SMILES): c1nnn([C@@H]2CSC[NH2+]2)n1

Mulliken population analysis, charges in e, atoms 1 to 2: C -0.075; C -0.583

Question: Which of these has the highest energy above the lowest of the compared OMol25 structures with the same formula, charge and spin?
Answer: number 3